Record 1
A 3-piece molecular cluster, C17H45NO10P3 overall at a distorted geometry, computed with ωB97M-V with the def2-TZVPD basis set.

The geometry in XYZ format:
```
76
Properties=species:S:1:pos:R:3:mulliken_charge:R:1
N -5.648 1.979 1.110 -0.526
C -5.884 1.521 -0.264 -0.495
C -6.644 2.539 -1.168 -0.269
C -7.553 3.551 -0.401 -1.218
P -9.249 2.893 0.188 -0.206
O -10.111 3.255 -1.311 -0.516
C -10.329 2.081 -2.071 -0.397
C -10.179 0.881 -1.048 -0.610
O -9.016 1.252 -0.295 -0.417
H -4.719 1.757 1.439 0.176
H -6.346 1.606 1.738 0.216
H -6.524 0.614 -0.216 0.320
H -4.956 1.231 -0.793 0.293
H -5.861 3.145 -1.691 0.356
H -7.199 2.036 -1.981 0.028
H -6.993 3.977 0.448 0.482
H -7.728 4.398 -1.103 0.410
H -10.502 2.605 0.886 0.073
H -9.538 4.287 0.532 0.024
H -8.608 2.749 1.504 0.052
H -11.372 1.969 -2.436 0.345
H -9.564 2.016 -2.867 0.248
H -11.042 0.863 -0.359 0.356
H -9.871 -0.073 -1.512 0.280
O 0.854 2.331 -1.404 -0.780
P 0.536 1.421 -0.243 0.980
O -0.150 0.126 -0.986 -0.247
C 0.686 -0.761 -1.721 -0.495
C 1.536 -1.627 -0.807 -0.691
O -0.813 2.162 0.339 -0.264
C -1.101 3.527 0.024 -0.433
C -2.046 3.625 -1.157 -0.946
O 0.664 0.596 1.221 -0.320
C 1.604 1.113 2.182 -0.254
C 1.217 2.487 2.698 -1.058
H 1.316 -0.190 -2.412 0.312
H 0.028 -1.394 -2.317 0.326
H 2.274 -1.026 -0.270 0.032
H 2.072 -2.384 -1.384 0.450
H 0.917 -2.125 -0.060 0.272
H -0.181 4.086 -0.155 0.384
H -1.573 3.969 0.904 0.414
H -1.718 3.014 -1.997 0.294
H -2.136 4.659 -1.495 0.369
H -3.038 3.266 -0.876 0.112
H 2.602 1.137 1.733 0.283
H 1.631 0.402 3.009 0.333
H 1.297 3.242 1.911 0.278
H 1.872 2.788 3.517 0.427
H 0.185 2.492 3.047 0.238
O 6.649 -2.098 -0.804 -0.767
P 6.883 -3.206 0.191 1.132
O 6.416 -2.518 1.607 -0.362
C 5.023 -2.320 1.843 -0.324
C 4.316 -3.632 2.142 -1.074
O 8.522 -3.096 0.351 -0.347
C 9.312 -2.448 -0.644 -0.320
C 9.577 -1.002 -0.270 -1.184
O 6.961 -4.739 0.881 -0.285
C 6.921 -5.865 -0.018 -0.324
C 8.137 -5.933 -0.923 -1.015
H 4.567 -1.820 0.983 0.314
H 4.936 -1.654 2.702 0.319
H 4.304 -4.280 1.261 0.210
H 3.283 -3.453 2.443 0.424
H 4.828 -4.174 2.937 0.303
H 8.842 -2.523 -1.626 0.368
H 10.260 -2.987 -0.707 0.373
H 8.662 -0.483 0.012 0.301
H 10.040 -0.466 -1.101 0.356
H 10.247 -0.952 0.590 0.292
H 6.002 -5.821 -0.610 0.305
H 6.871 -6.760 0.603 0.352
H 8.146 -5.105 -1.638 0.270
H 8.140 -6.864 -1.492 0.422
H 9.056 -5.869 -0.341 0.238
```

Summary:
**Charge**: -1
**Energy**: -68190.081 eV
**LUMO**: 0.43 eV
**HOMO energy**: -3.20 eV
**Frontier orbital gap**: 3.63 eV

Record 2
C3H5NOS as an isolated structure at a distorted geometry, computed with ωB97M-V with the def2-TZVPD basis set.

The geometry in XYZ format:
```
11
Properties=species:S:1:pos:R:3:mulliken_charge:R:1
C -0.147 1.526 -0.200 -0.692
C 0.498 0.219 -0.177 0.270
C -0.441 -1.077 -0.123 -0.107
H -0.358 1.464 0.903 0.268
H 0.599 2.496 -0.776 0.262
H -1.344 1.589 -0.731 0.251
H 0.221 -1.891 -0.208 0.428
H -3.157 0.159 -0.206 0.416
N -1.711 -1.003 -0.271 -0.379
O -2.115 0.309 0.487 -0.479
S 2.092 -0.205 0.126 -0.237
```

Summary:
**Energy above the lowest of the compared OMol25 structures with the same formula, charge and spin**: 729.4 kJ/mol
**Energy**: -17557.707 eV
**LUMO**: -1.01 eV
**HOMO energy**: -8.96 eV
**Frontier orbital gap**: 7.95 eV

Record 3
A 2-piece molecular cluster, C5H11NO2 overall at a distorted geometry, computed with ωB97M-V with the def2-TZVPD basis set.

The geometry in XYZ format:
```
19
Properties=species:S:1:pos:R:3:mulliken_charge:R:1
C 2.065 1.000 -0.057 -1.479
C 0.696 1.451 0.583 0.786
C -0.432 -0.721 -0.197 -0.182
C -0.888 0.020 -1.474 -0.509
O 0.105 0.323 -2.388 -0.945
N 0.641 1.629 1.904 -0.841
C -0.183 0.225 1.076 -1.028
O -2.420 -2.876 0.526 -1.166
H 2.285 1.786 -0.791 0.245
H 2.836 1.001 0.712 0.455
H 1.899 0.140 -0.704 0.382
H 0.295 2.178 -0.136 0.435
H 0.457 -1.345 -0.328 0.397
H -1.234 -1.421 0.164 0.127
H -1.310 0.989 -1.123 0.139
H -1.738 -0.582 -1.852 0.307
H -1.206 0.389 1.408 0.429
H -2.081 -3.716 0.861 0.104
H 0.211 -0.468 1.815 0.343
```

Summary:
**Energy above the lowest of the compared OMol25 structures with the same formula, charge and spin**: 474.0 kJ/mol
**Charge**: -2
**Energy**: -10940.330 eV
**LUMO**: 6.69 eV
**HOMO energy**: 0.67 eV
**Frontier orbital gap**: 6.02 eV

Record 4
One molecule with the formula C5H7NO at a distorted geometry, computed with ωB97M-V with the def2-TZVPD basis set.

The geometry in XYZ format:
```
14
Properties=species:S:1:pos:R:3:mulliken_charge:R:1
C -1.909 0.273 0.249 -1.039
C -0.451 0.052 0.074 0.207
N 0.048 -1.166 0.728 -0.623
C 0.771 0.087 0.916 0.108
C 1.810 0.260 -0.160 -0.877
C 1.266 0.151 -1.388 0.594
O 1.011 -0.074 -2.514 -0.437
H -2.189 1.189 -0.271 0.356
H -2.153 0.324 1.308 0.306
H -2.457 -0.567 -0.196 0.251
H -0.061 0.744 -0.816 0.118
H 0.601 -1.858 0.229 0.291
H 0.844 0.509 1.916 0.407
H 2.868 0.075 -0.076 0.338
```

Summary:
**Energy above the lowest of the compared OMol25 structures with the same formula, charge and spin**: 412.4 kJ/mol
**SMILES**: C[C@@H]1N[C@H]1C=C=O
**Energy**: -8831.928 eV
**LUMO**: 0.95 eV
**HOMO energy**: -8.58 eV
**Frontier orbital gap**: 9.53 eV

Record 5
One molecule with the formula C4H3F3 at a distorted geometry, computed with ωB97M-V with the def2-TZVPD basis set.

The geometry in XYZ format:
```
10
Properties=species:S:1:pos:R:3:mulliken_charge:R:1
F 2.679 -0.014 -0.161 -0.228
C 1.630 -0.926 -0.010 -0.177
C 0.311 -0.711 0.183 -0.122
C -0.520 0.477 0.164 0.244
F 0.153 1.701 0.078 -0.241
C -1.814 0.374 -0.094 -0.107
F -2.452 -0.912 -0.091 -0.243
H 1.791 -1.988 0.033 0.318
H -0.351 -1.544 0.537 0.247
H -2.502 1.268 -0.464 0.309
```

Summary:
**Energy above the lowest of the compared OMol25 structures with the same formula, charge and spin**: 134.2 kJ/mol
**SMILES**: F/C=C\C(F)=C/F
**Energy**: -12346.217 eV
**LUMO**: 0.48 eV
**HOMO energy**: -9.48 eV
**Frontier orbital gap**: 9.97 eV

Record 6
C39H40ClCrN4OP2 as an isolated structure, computed with ωB97M-V with the def2-TZVPD basis set.

The geometry in XYZ format:
```
88
Properties=species:S:1:pos:R:3:mulliken_charge:R:1
Cr -0.214 -0.549 -0.319 -0.859
Cl -2.647 -0.332 6.506 -0.168
C -1.983 -0.634 4.946 -0.049
C -1.315 -1.836 4.697 -0.610
C -0.778 -2.090 3.453 -0.794
C -0.897 -1.154 2.428 -0.009
O -0.379 -1.445 1.228 0.300
C -1.566 0.055 2.675 0.514
C -1.696 1.079 1.682 -0.079
N -1.214 1.022 0.483 1.695
C -1.357 2.134 -0.404 -0.208
C -2.117 3.255 -0.189 -1.015
C -2.145 4.298 -1.135 -1.165
C -1.422 4.220 -2.290 -0.855
C -0.648 3.070 -2.557 1.064
C 0.121 2.910 -3.732 -1.132
C 0.821 1.756 -3.932 -1.379
C 0.746 0.742 -2.965 -0.769
N 0.062 0.867 -1.845 1.911
C -0.634 2.024 -1.616 -0.583
C -2.109 0.299 3.949 -1.284
H -1.224 -2.564 5.492 0.495
H -0.263 -3.020 3.249 0.500
H -2.222 1.974 2.004 0.136
H -2.719 3.364 0.703 0.552
H -2.749 5.172 -0.930 0.462
H -1.434 5.028 -3.010 0.542
H 0.142 3.708 -4.464 0.512
H 1.416 1.598 -4.820 0.554
H 1.262 -0.199 -3.112 0.467
H -2.626 1.231 4.146 0.523
N -0.985 -2.059 -2.947 0.386
P -1.956 -1.142 -1.883 1.963
C -3.301 -2.185 -1.295 0.348
C -4.398 -2.450 -2.122 -0.711
C -5.400 -3.300 -1.688 -0.799
C -5.319 -3.883 -0.427 -0.596
C -4.236 -3.621 0.399 -0.878
C -3.225 -2.775 -0.034 -0.335
C -2.735 0.072 -2.958 0.285
C -2.314 0.309 -4.263 -0.672
C -2.927 1.299 -5.021 -0.841
C -3.948 2.063 -4.474 -0.532
C -4.371 1.832 -3.169 -0.833
C -3.772 0.837 -2.415 -0.374
C 0.012 -2.833 -2.358 -0.114
C 0.450 -4.017 -2.946 -1.131
C 1.372 -4.788 -2.274 -0.692
C 1.826 -4.375 -1.024 -1.104
C 1.372 -3.178 -0.534 -0.492
N 0.505 -2.386 -1.193 1.719
H -1.425 -2.488 -3.751 0.447
H -4.475 -1.985 -3.099 0.446
H -6.248 -3.506 -2.328 0.443
H -6.108 -4.543 -0.089 0.428
H -4.177 -4.076 1.380 0.476
H -2.372 -2.585 0.605 0.253
H -1.512 -0.276 -4.697 0.375
H -2.611 1.466 -6.043 0.479
H -4.427 2.830 -5.069 0.467
H -5.178 2.416 -2.748 0.478
H -4.124 0.640 -1.408 0.453
H 0.040 -4.331 -3.898 0.537
H 1.718 -5.718 -2.707 0.466
H 2.522 -4.970 -0.450 0.539
H 1.687 -2.815 0.432 0.063
C 4.118 -0.042 2.135 -1.559
C 2.727 -0.508 1.711 -0.181
P 2.059 0.256 0.186 1.976
C 2.149 2.059 0.520 -1.043
C 1.506 2.546 1.818 -1.118
C 3.398 0.139 -1.065 -1.155
C 3.740 -1.224 -1.656 -1.284
H 4.404 -0.537 3.063 0.445
H 4.158 1.033 2.312 0.354
H 4.875 -0.291 1.392 0.347
H 1.989 -0.310 2.493 0.428
H 2.726 -1.589 1.570 0.241
H 1.713 2.570 -0.342 0.363
H 3.212 2.314 0.514 0.732
H 0.429 2.381 1.830 0.068
H 1.676 3.616 1.935 0.490
H 1.930 2.052 2.692 0.341
H 4.278 0.562 -0.576 0.782
H 3.138 0.854 -1.850 0.639
H 2.900 -1.673 -2.187 0.132
H 4.060 -1.928 -0.885 0.307
H 4.563 -1.121 -2.363 0.480
```

Summary:
**Spin multiplicity**: 2
**Energy above the lowest of the compared OMol25 structures with the same formula, charge and spin**: 6.4 kJ/mol
**Charge**: +2
**Energy**: -108612.691 eV
**LUMO (spin up / spin down)**: -6.24 / -6.09 eV
**HOMO energy (spin up / spin down)**: -13.41 / -13.35 eV
**Frontier orbital gap (spin up / spin down)**: 7.17 / 7.26 eV
**<S²>**: 0.77

Record 7
A 2-piece molecular cluster, C4H13N2O overall at a distorted geometry, computed with ωB97M-V with the def2-TZVPD basis set.

The geometry in XYZ format:
```
20
Properties=species:S:1:pos:R:3:mulliken_charge:R:1
N -0.767 -2.061 -2.643 -0.096
C 0.178 -0.588 1.148 0.455
C 0.711 -0.144 -0.126 -0.859
C 1.472 1.253 0.099 -0.588
O 1.671 1.725 -1.199 -0.503
C -0.597 0.234 2.060 -0.719
N -1.876 0.704 1.420 -0.459
H -0.872 -1.593 -3.554 0.372
H -0.579 -3.071 -2.709 0.375
H -1.166 -1.652 -1.800 0.338
H 0.577 -1.489 1.621 0.407
H -0.049 0.159 -0.845 0.187
H 1.401 -0.808 -0.619 0.623
H 2.437 1.051 0.561 0.379
H 0.748 1.857 0.641 0.390
H 1.971 2.648 -1.164 0.355
H -0.965 -0.422 2.852 0.425
H -0.146 1.133 2.490 0.400
H -1.720 1.192 0.540 0.262
H -2.430 -0.127 1.225 0.257
```

Summary:
**Spin multiplicity**: 2
**Energy above the lowest of the compared OMol25 structures with the same formula, charge and spin**: 544.4 kJ/mol
**Charge**: +2
**Energy**: -9363.360 eV
**LUMO (spin up / spin down)**: -10.56 / -13.41 eV
**HOMO energy (spin up / spin down)**: -17.99 / -17.97 eV
**Frontier orbital gap (spin up / spin down)**: 7.43 / 4.56 eV
**<S²>**: 0.75

Repeat the seventh record exactly.
A 2-piece molecular cluster, C4H13N2O overall at a distorted geometry, computed with ωB97M-V with the def2-TZVPD basis set.

The geometry in XYZ format:
```
20
Properties=species:S:1:pos:R:3:mulliken_charge:R:1
N -0.767 -2.061 -2.643 -0.096
C 0.178 -0.588 1.148 0.455
C 0.711 -0.144 -0.126 -0.859
C 1.472 1.253 0.099 -0.588
O 1.671 1.725 -1.199 -0.503
C -0.597 0.234 2.060 -0.719
N -1.876 0.704 1.420 -0.459
H -0.872 -1.593 -3.554 0.372
H -0.579 -3.071 -2.709 0.375
H -1.166 -1.652 -1.800 0.338
H 0.577 -1.489 1.621 0.407
H -0.049 0.159 -0.845 0.187
H 1.401 -0.808 -0.619 0.623
H 2.437 1.051 0.561 0.379
H 0.748 1.857 0.641 0.390
H 1.971 2.648 -1.164 0.355
H -0.965 -0.422 2.852 0.425
H -0.146 1.133 2.490 0.400
H -1.720 1.192 0.540 0.262
H -2.430 -0.127 1.225 0.257
```

Summary:
**Spin multiplicity**: 2
**Energy above the lowest of the compared OMol25 structures with the same formula, charge and spin**: 544.4 kJ/mol
**Charge**: +2
**Energy**: -9363.360 eV
**LUMO (spin up / spin down)**: -10.56 / -13.41 eV
**HOMO energy (spin up / spin down)**: -17.99 / -17.97 eV
**Frontier orbital gap (spin up / spin down)**: 7.43 / 4.56 eV
**<S²>**: 0.75